1.
8
Properties=species:S:1:pos:R:3 method="wB97M-V/def2-TZVPD" homo_ha="-0.336 / -0.305" smiles="N/[N+]([O-])=N/O" homo_lumo_gap_ev="9.569 / 8.733"
N -1.488 0.767 0.100
N 0.913 0.146 0.598
N -0.235 -0.334 0.074
O -0.668 -1.511 -0.039
O -2.560 -0.001 -0.009
H 0.818 1.144 0.536
H 1.766 -0.265 0.452
H -2.013 -0.948 -0.091

2.
9
Properties=species:S:1:pos:R:3 method="wB97M-V/def2-TZVPD" homo_ha=-0.326 homo_lumo_gap_ev=8.667
N 0.979 -1.053 0.428
N 0.867 0.140 0.532
N -1.374 0.573 -0.228
O 1.683 1.002 -0.112
O -1.922 1.599 0.136
S -2.092 -0.901 -0.108
H -0.943 -1.655 -0.467
H 1.581 -1.581 -0.184
H 1.221 1.877 0.003

3.
9
Properties=species:S:1:pos:R:3 method="wB97M-V/def2-TZVPD" homo_ha=-0.355 homo_lumo_gap_ev=8.543
N -1.314 -1.542 -0.328
N -0.889 -0.509 0.089
N -1.904 0.601 0.254
O -3.066 0.328 0.251
O -1.442 1.692 0.406
S 3.117 0.391 0.298
H -2.313 -1.737 -0.431
H 4.334 -0.196 0.359
H 3.477 0.973 -0.899

4.
9
Properties=species:S:1:pos:R:3 method="wB97M-V/def2-TZVPD" homo_ha=-0.343 homo_lumo_gap_ev=8.808
N -0.152 -1.080 0.016
N 1.248 0.898 -0.106
N 1.044 -0.276 0.469
O -0.063 -3.585 -0.298
O -1.673 -2.505 1.464
S -0.134 -2.630 0.775
H 1.760 1.612 0.384
H 0.523 1.121 -0.806
H -2.393 -2.901 0.994

5.
7
Properties=species:S:1:pos:R:3 method="wB97M-V/def2-TZVPD" homo_ha="-0.610 / -0.599" total_charge=+1 homo_lumo_gap_ev="6.308 / 9.348"
N -1.308 2.322 0.183
N -1.167 1.196 0.105
N 1.349 -0.969 -0.045
N -1.067 0.036 0.011
H 1.163 -1.941 -0.249
H 1.498 -0.092 -0.599
H -0.469 -0.553 0.594

6.
9
Properties=species:S:1:pos:R:3 method="wB97M-V/def2-TZVPD" homo_ha="-0.552 / -0.552" total_charge=+1 homo_lumo_gap_ev="9.039 / 9.038"
N -2.067 -0.166 0.184
N -1.702 1.022 -0.078
N -1.295 -1.028 0.312
N -0.287 0.991 -0.153
N 0.287 -0.122 0.172
N 1.408 -0.685 0.087
H -0.083 1.932 -0.318
H 1.456 -1.778 0.097
H 2.283 -0.165 -0.305

7.
6
Properties=species:S:1:pos:R:3 method="wB97M-V/def2-TZVPD" homo_ha="-0.328 / -0.383" homo_lumo_gap_ev="8.087 / 10.872"
N -0.107 -1.120 0.102
O 0.498 1.618 -0.185
O -0.887 -0.134 0.144
H 0.122 -1.609 0.937
H 0.419 -1.269 -0.805
H -0.045 2.514 -0.193

8.
6
Properties=species:S:1:pos:R:3 method="wB97M-V/def2-TZVPD" homo_ha=-0.357 homo_lumo_gap_ev=10.294
N -1.095 0.012 -0.013
O 1.364 -0.444 0.072
O 0.560 0.641 0.026
H -1.629 0.843 -0.082
H -0.986 -0.640 0.873
H 1.787 -0.413 -0.876

9.
8
Properties=species:S:1:pos:R:3 method="wB97M-V/def2-TZVPD" homo_ha=-0.319 homo_lumo_gap_ev=9.010
N -0.355 0.968 0.105
O 1.688 0.307 1.370
O 2.257 0.189 -1.069
S 2.559 -0.626 0.078
S 0.983 1.581 0.717
H -0.161 0.408 -0.678
H -1.095 0.600 0.784
H 1.570 -1.594 0.045

10.
8
Properties=species:S:1:pos:R:3 method="wB97M-V/def2-TZVPD" homo_ha=-0.333 homo_lumo_gap_ev=9.177
N -0.705 -0.360 0.219
O 0.980 0.577 1.943
O -0.123 1.949 -0.102
S 0.247 2.408 -1.627
S -0.551 0.839 1.038
H -0.107 1.208 -2.205
H -0.612 -1.325 0.406
H 1.356 -0.312 1.800

11.
8
Properties=species:S:1:pos:R:3 method="wB97M-V/def2-TZVPD" homo_ha=-0.164 total_charge=-1 homo_lumo_gap_ev=8.999
N 1.221 -0.921 0.807
O 0.022 -0.640 1.510
O -1.196 1.007 -2.596
O -1.448 1.166 -0.135
P -0.973 0.360 -1.316
H 0.992 -0.704 -0.192
H -0.449 -0.080 0.922
H 1.831 -0.189 1.001

12.
9
Properties=species:S:1:pos:R:3 method="wB97M-V/def2-TZVPD" homo_ha="-0.150 / -0.150" total_charge=-1 homo_lumo_gap_ev="7.606 / 7.608"
N -1.223 -0.477 -0.572
O 1.427 -0.425 -0.981
O 0.661 -1.309 1.186
O 2.175 0.663 1.077
P -0.937 0.615 0.605
S 1.114 -0.112 0.454
H -1.998 -1.063 -0.457
H -0.254 -0.697 -0.735
H -0.965 2.805 -0.577

13.
8
Properties=species:S:1:pos:R:3 method="wB97M-V/def2-TZVPD" homo_ha=-0.402 homo_lumo_gap_ev=10.441
N -1.740 -0.255 -0.211
O -1.519 -1.258 -0.735
O -2.624 0.336 0.224
O -0.284 0.696 -0.036
Si 1.236 0.199 0.158
H 1.527 0.105 1.589
H 1.432 -1.096 -0.486
H 1.972 1.274 -0.502

14.
7
Properties=species:S:1:pos:R:3 method="wB97M-V/def2-TZVPD" homo_ha="-0.289 / -0.310" homo_lumo_gap_ev="7.575 / 7.891"
N -2.909 0.187 0.527
O -3.501 0.622 -0.357
P 0.096 0.722 0.233
P -1.020 -1.097 -0.153
H 1.374 0.417 0.530
H 0.263 0.880 -1.101
H -1.332 -1.594 1.022

15.
6
Properties=species:S:1:pos:R:3 method="wB97M-V/def2-TZVPD" homo_ha="-0.386 / -0.344" homo_lumo_gap_ev="9.334 / 9.295"
N -1.538 0.155 0.378
O 0.902 0.376 -0.089
S 1.585 -0.565 -0.996
H -1.645 0.789 -0.406
H -1.485 0.713 1.228
H 2.180 -1.468 -0.114

16.
5
Properties=species:S:1:pos:R:3 method="wB97M-V/def2-TZVPD" homo_ha=-0.109 total_charge=-1 homo_lumo_gap_ev=8.286
O -0.501 0.427 0.989
H -1.514 0.286 0.922
O 0.592 -0.564 -1.181
H 1.428 -0.242 -0.835
H -0.005 0.093 0.104

17.
8
Properties=species:S:1:pos:R:3 method="wB97M-V/def2-TZVPD" homo_ha=-0.312 smiles="OP(O)(=S)S" homo_lumo_gap_ev=8.395
O 0.077 -1.185 0.667
O 0.029 -0.293 -1.796
P 0.179 0.097 -0.278
S 2.253 0.939 0.523
S -1.445 1.310 0.121
H 0.624 -0.973 1.413
H 0.759 -0.761 -2.216
H -0.758 1.819 1.044

18.
7
Properties=species:S:1:pos:R:3 method="wB97M-V/def2-TZVPD" homo_ha=-0.412 smiles="O=PO.O" homo_lumo_gap_ev=10.478
O 1.856 0.957 -0.563
O -2.779 0.785 0.286
O 1.775 -1.438 0.071
P 1.089 0.036 0.335
H -2.250 0.160 0.678
H -2.369 1.018 -0.570
H 2.679 -1.517 -0.236

19.
8
Properties=species:S:1:pos:R:3 method="wB97M-V/def2-TZVPD" homo_ha=-0.357 smiles="O=P(O)=S.O" homo_lumo_gap_ev=9.750
O -0.533 0.444 1.146
O 1.612 0.089 -0.106
O -0.745 -0.759 -1.094
P -1.419 -0.006 -0.095
S -3.293 0.520 0.016
H 0.266 0.118 0.804
H 1.579 -0.570 -0.816
H 2.532 0.164 0.144

20.
8
Properties=species:S:1:pos:R:3 method="wB97M-V/def2-TZVPD" homo_ha="-0.341 / -0.340" homo_lumo_gap_ev="7.208 / 7.277"
O -0.013 1.389 -0.135
O -0.242 -0.809 -1.152
O -0.826 -0.639 1.015
P 0.408 -0.122 0.156
S 3.245 0.197 0.107
H 0.436 2.074 0.217
H 0.396 -1.045 -1.912
H -1.517 -0.758 0.411

21.
7
Properties=species:S:1:pos:R:3 method="wB97M-V/def2-TZVPD" homo_ha="-0.676 / -0.676" total_charge=+1 homo_lumo_gap_ev="10.617 / 10.615"
O 1.251 -0.037 0.157
O -0.842 -1.076 -0.053
O -0.725 1.171 0.068
O -0.289 0.050 0.516
H 1.887 0.676 0.271
H -0.190 -1.969 -0.070
H -1.093 1.186 -0.888

22.
9
Properties=species:S:1:pos:R:3 method="wB97M-V/def2-TZVPD" homo_ha=-0.001 total_charge=-2 smiles="O=[P@@]([O-])(O)[SiH2][O-]" homo_lumo_gap_ev=7.278
O 2.130 0.359 0.311
O 0.685 -0.680 2.065
O 0.048 1.551 1.058
O -1.834 0.427 -1.171
Si -0.506 -0.569 -0.890
P 0.759 0.030 0.772
H -0.854 1.576 0.882
H 0.439 -0.659 -1.891
H -0.867 -2.034 -1.135

23.
9
Properties=species:S:1:pos:R:3 method="wB97M-V/def2-TZVPD" homo_ha=-0.007 total_charge=-2 smiles="O=[P@@]([O-])(O)[SiH2][O-]" homo_lumo_gap_ev=7.403
O -1.836 -1.558 0.289
O -1.856 0.173 -1.463
O -1.005 0.811 0.837
O 1.790 1.348 -0.291
Si 1.199 -0.099 -0.073
P -1.061 -0.415 -0.296
H -0.923 1.499 -0.007
H 1.472 -0.460 1.457
H 2.219 -1.299 -0.454

24.
6
Properties=species:S:1:pos:R:3 method="wB97M-V/def2-TZVPD" homo_ha=-0.339 smiles=POS homo_lumo_gap_ev=9.581
O -0.648 0.348 0.176
P 0.726 -0.598 -0.029
S -2.205 -0.247 0.024
H 1.002 -0.750 1.341
H 1.498 0.562 -0.122
H -2.413 0.194 -1.229

25.
6
Properties=species:S:1:pos:R:3 method="wB97M-V/def2-TZVPD" homo_ha=-0.359 homo_lumo_gap_ev=8.099
O -1.395 -1.021 0.229
P 0.476 0.444 0.232
S 2.288 -0.304 0.252
H -1.373 -1.562 -0.667
H -0.024 1.559 1.002
H 0.029 0.883 -1.048

26.
7
Properties=species:S:1:pos:R:3 method="wB97M-V/def2-TZVPD" homo_ha=-0.351 smiles="O[P@@H](=S)S" homo_lumo_gap_ev=9.839
O -0.141 -1.265 0.287
P -0.292 0.123 -0.522
S -1.943 1.052 -0.185
S 1.639 0.968 -0.052
H -1.050 -1.239 0.780
H 0.041 -0.461 -1.700
H 1.745 0.821 1.391

27.
7
Properties=species:S:1:pos:R:3 method="wB97M-V/def2-TZVPD" homo_ha="-0.216 / -0.366" multiplicity=3 homo_lumo_gap_ev="5.623 / 6.455"
O 0.344 0.217 2.010
P -0.127 -1.305 -0.534
S -0.335 2.021 -0.577
S 0.474 0.541 0.400
H -0.758 -0.490 -1.457
H -1.407 -1.239 -0.021
H 1.809 0.255 0.178

28.
6
Properties=species:S:1:pos:R:3 method="wB97M-V/def2-TZVPD" homo_ha=-0.321 smiles=[SiH]#P.S homo_lumo_gap_ev=8.190
Si -0.410 -1.582 -1.292
P -2.374 -1.846 -0.828
S 0.773 2.193 0.977
H 1.264 1.418 1.843
H 0.863 -1.337 -1.725
H -0.115 1.154 1.025

29.
6
Properties=species:S:1:pos:R:3 method="wB97M-V/def2-TZVPD" homo_ha="-0.311 / -0.372" multiplicity=3 homo_lumo_gap_ev="8.847 / 7.448"
Si -0.149 -0.107 0.491
P -1.461 -0.011 2.264
S 0.219 -0.480 3.574
H 0.759 -1.241 0.468
H -0.969 -0.382 -0.716
H 0.320 1.122 -0.079

30.
60
Properties=species:S:1:pos:R:3 method="wB97M-V/def2-TZVPD" homo_ha=-0.393 homo_lumo_gap_ev=10.748
O -1.884 -3.420 0.202
H -1.994 -2.479 0.496
H -2.164 -3.962 0.939
O 0.993 -1.959 3.088
H 1.520 -1.207 2.816
H 0.773 -2.401 2.244
O 1.249 4.632 -0.055
H 0.563 5.240 0.244
H 1.591 4.235 0.782
O -1.072 2.201 1.300
H -1.957 2.390 1.725
H -1.134 2.206 0.342
O -1.886 2.654 -1.207
H -2.062 1.876 -1.745
H -1.020 2.998 -1.467
O -2.102 0.655 3.460
H -1.167 0.745 3.187
H -2.088 -0.219 3.961
O 0.971 -2.735 -0.069
H 1.921 -2.728 -0.253
H 0.675 -2.274 -0.850
O 1.213 2.388 -2.306
H 1.372 2.951 -1.548
H 1.124 1.518 -1.891
O -2.909 -0.273 0.622
H -2.395 0.471 0.883
H -3.140 -0.611 1.501
O -1.381 -2.005 4.042
H -0.454 -2.191 3.970
H -1.725 -2.688 4.652
O -3.538 3.961 1.029
H -3.097 4.034 0.139
H -3.910 3.086 1.081
O 3.089 -1.613 -2.767
H 3.530 -1.888 -1.971
H 3.385 -0.701 -2.963
O 4.090 -1.763 0.369
H 3.642 -0.967 0.687
H 4.985 -1.426 0.169
O -2.296 -4.071 -2.494
H -2.430 -3.984 -1.547
H -2.907 -4.660 -2.909
O 0.566 -2.599 -2.978
H 0.381 -3.547 -3.040
H 1.526 -2.407 -3.003
O 0.959 3.276 2.982
H 0.201 2.943 2.529
H 0.640 3.287 3.905
O -1.843 -0.751 -2.017
H -1.963 -1.608 -2.432
H -2.488 -0.606 -1.331
O 0.657 -0.098 -1.475
H -0.290 -0.186 -1.787
H 1.106 -0.611 -2.131
O 3.524 1.423 -3.246
H 2.705 1.858 -2.963
H 3.517 1.588 -4.189
O 1.980 0.621 0.983
H 1.186 0.156 0.635
H 1.663 1.245 1.666

31.
61
Properties=species:S:1:pos:R:3 method="wB97M-V/def2-TZVPD" homo_ha=-0.464 total_charge=+1 homo_lumo_gap_ev=10.152
O 3.119 -4.514 0.227
H -1.013 5.813 1.301
O 0.596 3.240 -3.795
H 0.722 2.962 -2.958
H 0.711 4.159 -3.850
O -3.389 -0.994 1.133
H -4.311 -0.988 1.537
H -2.716 -0.845 1.967
O -0.915 -2.406 -1.588
H -1.806 -2.093 -1.800
H 0.336 -0.149 0.327
O -2.009 1.509 -5.109
H -0.365 3.369 -1.213
H -0.307 -1.688 -1.763
O 0.492 3.118 -0.723
H 2.967 -0.034 1.083
H 0.787 3.821 -0.214
O 2.560 -0.490 1.836
H 0.984 -1.259 -0.696
H -3.925 -2.563 -1.945
O 1.085 1.432 2.777
H 1.090 1.095 3.557
H 1.639 2.296 2.678
O 1.563 -2.701 2.208
H 1.734 -1.555 1.880
H -2.984 1.540 -5.360
O -2.459 0.847 3.565
H -2.740 1.689 3.332
H -1.885 0.951 4.195
O 3.065 3.390 3.023
H 3.792 3.833 2.568
H 1.958 0.252 2.306
O 1.864 -0.282 -2.441
H 2.667 0.234 -2.733
H 1.196 0.269 -2.893
O -1.146 -0.435 -3.599
H -1.480 0.368 -3.933
H -0.662 -0.608 -4.406
O -1.359 5.009 1.258
H 2.302 -3.215 1.724
H -2.322 5.258 1.666
O 0.587 -1.123 0.198
H 2.944 3.773 3.858
H 2.785 -5.450 -0.159
O 2.177 -3.249 -2.102
H 1.899 -2.363 -2.660
H 3.179 -3.345 -2.289
O 1.298 0.759 5.438
H 0.875 1.316 6.134
H 0.630 0.194 5.266
O -3.742 -1.761 -2.424
H 2.573 -3.829 -0.319
H -4.516 -1.983 -2.907
O -3.491 1.599 -0.115
H -2.854 2.308 -0.222
H -3.189 0.611 -0.184
O 0.184 -3.698 0.304
H 0.508 -4.325 -0.377
H -0.205 -3.130 -0.231
H -2.267 2.285 -4.578
H 0.605 -2.988 1.733

32.
61
Properties=species:S:1:pos:R:3 method="wB97M-V/def2-TZVPD" homo_ha=-0.463 total_charge=+1 homo_lumo_gap_ev=10.029
O -3.907 0.698 -3.600
H -1.151 -2.151 3.750
O 0.672 2.477 4.989
H -0.186 2.135 5.161
H 0.917 2.699 3.223
O 0.456 -4.266 0.420
H 0.863 -3.832 1.172
H 0.945 -5.012 0.099
O 2.591 0.239 2.505
H 3.034 0.538 1.719
H 2.603 2.879 -4.137
O 1.651 -3.138 4.143
H 0.528 -1.821 -0.647
H 2.948 -0.549 2.897
O -1.438 -3.027 3.484
H -3.499 2.531 0.863
H 2.586 -2.923 4.196
O 3.202 0.866 -3.896
H -3.243 -2.846 1.941
H -3.352 -0.777 3.587
O 3.223 0.686 -0.769
H 3.857 0.108 -0.364
H 2.882 0.545 -1.648
O -0.178 -1.428 -0.137
H -0.871 -2.031 -0.438
H 1.368 -3.060 5.059
O 0.930 -0.981 -5.196
H 0.465 -1.694 -5.623
H 0.342 -0.510 -4.611
O 0.497 2.510 -2.158
H 0.811 2.109 -2.969
H 4.120 0.755 -3.658
O -2.620 2.386 1.237
H -2.897 1.714 1.878
H -1.807 2.065 0.457
O -1.651 -1.100 -4.401
H -1.923 -1.732 -3.718
H -2.522 -0.698 -4.430
O -0.728 0.643 1.978
H 0.577 3.406 5.228
H -0.145 0.570 2.738
O -4.090 -2.452 2.117
H 0.930 3.396 -2.259
H -4.492 0.803 -4.369
O 1.938 3.482 -3.761
H -0.861 2.279 -1.104
H 2.238 4.281 -4.220
O -1.394 1.547 -0.679
H -0.648 1.160 -0.180
H -0.299 0.086 1.333
O -3.383 -0.033 4.204
H -4.499 1.146 -2.979
H 2.904 0.620 -4.776
O 0.961 3.100 2.332
H -4.800 -2.595 1.497
H 1.225 2.332 1.822
O 3.237 -1.925 -2.662
H 2.419 -1.866 -3.196
H 3.696 -1.670 -3.484
H -1.736 -3.526 4.246
H -4.270 -0.106 4.572

33.
62
Properties=species:S:1:pos:R:3 method="wB97M-V/def2-TZVPD" homo_ha=-0.279 total_charge=-1 homo_lumo_gap_ev=9.693
O -4.314 -1.848 -1.695
H -4.324 -1.010 -1.210
H -3.563 -2.231 -1.170
O 2.836 -2.973 0.192
H -1.409 -1.579 -4.367
H 3.307 -3.285 -0.582
O -3.059 0.517 2.513
H 1.353 -0.882 5.377
H -2.829 -0.312 2.085
O 0.826 -0.259 4.872
H -1.582 -0.952 1.084
H 0.480 -1.786 -2.971
O 3.413 -2.258 3.656
H 3.088 -2.070 2.769
H 3.588 -1.384 4.006
O 3.489 -0.475 -2.440
H 2.182 2.830 3.411
H 3.722 0.354 -1.978
O 2.520 2.903 2.512
H -3.841 0.277 3.024
H 2.987 -2.036 0.350
O -0.239 -2.226 2.909
H 0.871 -0.469 3.941
H 2.762 -0.095 -2.958
O -0.752 -4.182 -0.759
H 0.211 -1.490 2.564
H -0.504 -4.259 -1.687
O -0.367 0.186 -3.788
H 1.920 2.271 2.005
H -0.666 0.347 -2.894
O 2.209 4.960 0.641
H -4.561 0.811 0.385
H 1.564 4.270 0.405
O 3.691 2.627 -1.303
H 2.768 2.546 -1.116
H 4.003 3.476 -0.980
O -1.744 -1.352 0.234
H -1.399 -0.626 -0.447
H -0.808 -3.206 -0.760
O -3.282 3.010 0.192
H -2.691 2.266 0.365
H -3.441 3.153 -0.734
O -1.073 0.607 -1.148
H 0.485 1.561 -0.335
H -1.926 0.580 -1.588
O -5.313 1.090 -0.161
H -4.868 1.796 -0.639
O 0.284 -2.304 -2.200
H -0.718 0.802 -4.428
H 1.131 -2.512 -1.779
O 1.036 0.878 1.847
H 0.301 -0.146 -0.419
H 0.977 0.856 0.845
O 1.264 -0.234 -0.492
H 0.063 2.990 -0.746
H 1.393 0.121 -1.380
O 0.829 2.466 -0.485
H -0.138 -3.002 2.355
H 0.191 1.088 2.267
O -2.170 -2.075 -4.669
H -2.564 -2.633 -3.997
H 2.401 4.509 1.497

Summary of relative energy (zero: lowest compared OMol25 entry of this formula, charge and spin) in eV
2.373; 2.799; 2.189; 0.999; 6.284; 2.890; 2.278; 2.948; 0.616; 1.871; 3.406; 3.500; 2.802; 1.052; 2.786; 0.259; 1.300; 1.002; 1.597; 4.006; 0.931; 0.701; 1.169; 1.572; 2.840; 0.639; 4.956; 2.211; 0.113; 0.665; 6.541; 3.089; 2.843
(order as listed above)